1.
Formula: C42H36Cl3N7O10S3Tm
Source: the OMol25 dataset
Level of theory: the ωB97M-V functional and the def2-TZVPD basis

Values from the calculation:
- E_tot: -174656.2322 eV
- Kohn-Sham gap (alpha / beta): 6.872 / 6.870 eV
- Expectation value of S²: 2.002
- Maximum force: 2.054 eV Å⁻¹

```
! wB97M-V def2-TZVPD RIJCOSX def2/J DEFGRID3
* xyz -1 3
Tm 1.247 -1.090 -1.226
O 4.224 4.680 1.590
C 3.318 3.900 0.930
O 2.973 4.192 -0.177
C 2.842 2.753 1.717
C 2.668 2.701 3.095
N 2.255 1.456 3.381
N 2.158 0.700 2.295
C 2.490 1.451 1.268
C 2.341 0.842 -0.101
O 3.209 0.051 -0.516
O 1.281 1.098 -0.706
H 4.478 4.281 2.431
H 2.770 3.455 3.854
H 1.985 1.057 4.267
C -2.893 -2.004 -0.797
C -1.904 -1.321 -1.751
C -2.616 -0.442 -2.771
O -0.960 -0.540 -1.016
C -1.098 -2.489 -2.456
O -1.693 -3.150 -3.292
O 0.073 -2.674 -2.014
H -3.558 -1.278 -0.328
H -2.338 -2.538 -0.026
H -3.488 -2.720 -1.361
H -3.253 0.291 -2.273
H -3.230 -1.053 -3.425
H -1.862 0.069 -3.364
H -1.324 0.348 -0.828
C 6.215 3.612 -4.093
C 5.143 2.565 -4.158
C 5.284 1.437 -4.958
C 4.298 0.465 -4.983
C 3.165 0.616 -4.204
C 3.005 1.738 -3.410
C 3.992 2.707 -3.389
S 1.976 -0.727 -4.075
O 0.789 -0.165 -3.437
O 1.802 -1.318 -5.378
N 2.627 -1.640 -2.945
C 3.433 -2.710 -3.048
C 3.992 -3.228 -4.212
C 4.860 -4.315 -4.161
C 5.214 -4.906 -2.972
C 4.671 -4.430 -1.765
C 4.971 -4.986 -0.503
C 4.378 -4.474 0.617
C 3.462 -3.419 0.477
N 3.145 -2.884 -0.680
C 3.750 -3.349 -1.793
H 6.946 3.478 -4.886
H 6.727 3.548 -3.133
H 5.786 4.609 -4.173
H 6.173 1.309 -5.561
H 4.397 -0.414 -5.601
H 2.110 1.844 -2.816
H 3.873 3.572 -2.751
H 3.716 -2.788 -5.157
H 5.263 -4.701 -5.089
H 5.893 -5.746 -2.945
H 5.667 -5.812 -0.440
H 4.590 -4.871 1.599
H 2.967 -3.002 1.344
S 0.022 -1.734 3.594
C 0.454 -1.672 2.062
N 0.791 -1.663 0.940
Cl -5.465 5.955 1.739
C -5.079 4.358 2.252
C -4.614 4.136 3.538
C -4.308 2.845 3.918
C -4.445 1.755 3.059
C -3.968 0.412 3.589
C -2.449 0.514 3.913
N -1.753 1.127 2.820
C -0.983 2.257 2.816
C -0.664 2.493 1.509
N -1.232 1.544 0.721
C -1.860 0.738 1.533
O -4.159 -0.641 2.681
C -4.750 -1.831 3.158
C -6.237 -1.817 2.936
C -6.830 -2.232 1.777
Cl -6.055 -2.924 0.422
S -8.546 -2.001 1.798
C -8.457 -1.330 3.381
C -7.186 -1.290 3.849
C -4.939 2.006 1.781
Cl -5.231 0.781 0.617
C -5.248 3.302 1.380
H -4.493 4.956 4.227
H -3.946 2.669 4.920
H -4.501 0.205 4.530
H -2.059 -0.502 4.061
H -2.280 1.095 4.821
H -0.726 2.768 3.723
H -0.062 3.272 1.091
H -2.408 -0.137 1.253
H -4.525 -1.981 4.221
H -4.295 -2.637 2.574
H -9.354 -1.004 3.866
H -6.917 -0.910 4.818
H -5.622 3.472 0.384
*
```

***

2.
Formula: C12H32F4N7O15S4
Source: the OMol25 dataset
Level of theory: the ωB97M-V functional and the def2-TZVPD basis

Values from the calculation:
- E_tot: -108303.4477 eV
- Kohn-Sham gap: 8.382 eV
- Maximum force: 5.280 eV Å⁻¹
- Energy above the lowest of the compared OMol25 structures with the same formula, charge and spin: 0.0 kJ/mol

```
! wB97M-V def2-TZVPD RIJCOSX def2/J DEFGRID3
* xyz 1 1
C 5.114 -0.249 -0.817
C 4.712 1.163 -0.548
O 5.278 2.132 -0.876
N 3.375 1.288 0.159
H 3.008 2.207 -0.123
H 2.643 0.648 -0.216
C 3.517 1.198 1.600
H 6.042 -0.221 -1.385
H 4.409 -0.726 -1.502
H 5.308 -0.789 0.109
H 3.787 2.111 2.118
H 4.325 0.492 1.798
H 2.630 0.742 2.031
C 0.328 -0.900 3.887
C -0.174 0.494 3.821
O 0.266 1.450 4.329
N -1.497 0.726 3.068
H -1.558 1.734 2.968
H -1.471 0.153 2.210
C -2.578 0.255 3.997
H 1.353 -0.862 4.255
H 0.265 -1.480 2.972
H -0.212 -1.433 4.676
H -2.583 0.903 4.872
H -2.425 -0.772 4.296
H -3.515 0.408 3.470
C 2.751 -3.385 0.215
C 2.739 -3.540 -1.270
O 3.586 -3.135 -1.985
N 1.519 -4.146 -1.850
H 1.812 -4.747 -2.636
H 1.063 -4.863 -1.272
C 0.581 -3.115 -2.438
H 3.692 -2.940 0.518
H 2.643 -4.319 0.771
H 1.914 -2.726 0.481
H 0.203 -2.597 -1.572
H -0.182 -3.614 -3.016
H 1.146 -2.439 -3.072
C -4.816 3.378 0.390
C -3.827 2.674 -0.496
O -4.105 1.924 -1.309
N -2.352 2.957 -0.193
H -2.252 3.559 0.626
H -1.937 2.063 0.135
C -1.595 3.604 -1.332
H -4.384 4.167 0.997
H -5.257 2.613 1.035
H -5.617 3.660 -0.292
H -1.748 4.677 -1.321
H -1.806 3.137 -2.288
H -0.561 3.389 -1.066
N -4.092 -2.752 1.041
S -3.997 -1.345 0.194
O -3.493 -1.296 -1.124
O -3.817 -0.215 1.078
F -5.561 -1.299 -0.087
S -2.542 -3.080 1.141
O -1.728 -2.285 2.015
O -1.970 -3.690 -0.014
F -2.770 -4.435 2.014
N 0.998 1.294 -4.792
S 1.673 2.029 -3.587
O 2.472 1.196 -2.715
O 1.025 3.162 -3.004
F 2.794 2.758 -4.474
S -0.348 0.655 -4.097
O -1.348 1.551 -3.654
O -0.180 -0.622 -3.485
F -0.908 0.168 -5.511
N 0.060 0.285 -0.016
O 0.578 1.085 -0.819
O 0.784 -0.314 0.844
O -1.185 0.244 0.126
*
```

***

3.
Formula: C4H9NO5
Source: the OMol25 dataset
Level of theory: the ωB97M-V functional and the def2-TZVPD basis

Values from the calculation:
- E_tot: -16018.6428 eV
- Kohn-Sham gap: 9.571 eV
- SMILES: CC(C)=[N+]([O-])O.O=C(O)O
- Maximum force: 3.191 eV Å⁻¹
- Energy above the lowest of the compared OMol25 structures with the same formula, charge and spin: 325.3 kJ/mol

```
! wB97M-V def2-TZVPD RIJCOSX def2/J DEFGRID3
* xyz 0 1
C 1.122 1.103 -1.101
C 1.342 -0.019 -0.084
C 2.139 0.346 1.166
N 0.608 -1.153 -0.118
O -0.277 -1.570 -0.924
O 0.991 -2.139 0.900
H 0.222 1.013 -1.646
H 1.940 1.200 -1.750
H 1.215 1.945 -0.391
H 2.139 -0.425 1.924
H 1.591 1.221 1.576
H 3.127 0.672 0.807
H 0.956 -3.012 0.494
O -1.569 0.729 0.408
C -2.650 0.390 -0.024
O -3.758 0.989 0.352
O -2.768 -0.689 -0.745
H -4.506 0.465 0.170
H -1.863 -1.068 -1.016
*
```

***

4.
Formula: C42H36I2N4O4P2TeTi
Source: the OMol25 dataset
Level of theory: the ωB97M-V functional and the def2-TZVPD basis

Values from the calculation:
- E_tot: -123465.3463 eV
- Kohn-Sham gap: 4.985 eV
- Maximum force: 0.510 eV Å⁻¹
- Energy above the lowest of the compared OMol25 structures with the same formula, charge and spin: 13.9 kJ/mol

```
! wB97M-V def2-TZVPD RIJCOSX def2/J DEFGRID3
* xyz 2 1
Ti 0.095 0.391 -0.619
O -2.235 -2.370 1.566
C -1.469 -1.738 0.740
O -1.216 -0.528 0.812
C -0.880 -2.501 -0.378
C -0.945 -3.843 -0.666
C -0.268 -4.286 -1.805
C 0.420 -3.393 -2.614
C 0.417 -2.058 -2.250
N -0.197 -1.656 -1.144
C 0.996 -0.863 -2.988
O 1.807 -0.954 -3.858
O 0.465 0.255 -2.496
H -2.501 -1.802 2.313
H -1.503 -4.522 -0.035
H -0.293 -5.337 -2.065
H 0.937 -3.710 -3.510
I 1.702 -2.841 2.239
C 1.243 -2.484 4.292
I -0.198 -0.954 4.526
H 2.163 -2.184 4.776
H 0.866 -3.414 4.699
Te -2.538 4.720 0.438
C -1.155 6.324 0.542
C -0.764 6.786 1.791
C 0.186 7.799 1.860
N 0.748 8.350 0.788
C 0.344 7.921 -0.408
C -0.605 6.921 -0.583
C -1.190 3.162 -0.074
P -0.124 2.362 1.064
C 1.456 3.232 1.291
C 1.682 4.492 0.755
C 2.897 5.136 0.968
C 3.890 4.514 1.711
C 3.671 3.247 2.244
C 2.458 2.609 2.037
C -0.852 2.431 2.737
C -1.932 1.629 3.106
C -2.544 1.784 4.340
C -2.082 2.745 5.231
C -1.009 3.549 4.876
C -0.398 3.395 3.638
P -1.625 2.068 -1.331
C -3.348 1.508 -1.279
C -3.887 1.216 -0.023
C -5.216 0.848 0.105
C -6.022 0.768 -1.024
C -5.498 1.071 -2.273
C -4.167 1.442 -2.406
C -1.336 2.664 -3.011
C -1.074 4.018 -3.192
C -0.851 4.522 -4.466
C -0.882 3.671 -5.562
C -1.145 2.317 -5.387
C -1.373 1.813 -4.117
H -1.167 6.357 2.700
H 0.514 8.175 2.824
H 0.794 8.401 -1.269
H -0.896 6.631 -1.584
H 0.911 4.975 0.165
H 3.057 6.128 0.564
H 4.832 5.017 1.884
H 4.443 2.765 2.831
H 2.285 1.628 2.469
H -2.290 0.869 2.429
H -3.386 1.158 4.611
H -2.560 2.868 6.194
H -0.645 4.303 5.562
H 0.433 4.036 3.379
H -3.274 1.337 0.858
H -5.631 0.649 1.085
H -7.064 0.491 -0.927
H -6.131 1.034 -3.149
H -3.787 1.701 -3.383
H -1.047 4.674 -2.330
H -0.657 5.578 -4.603
H -0.705 4.061 -6.555
H -1.171 1.655 -6.242
H -1.584 0.758 -3.992
C 2.082 2.918 -2.085
C 2.725 1.840 -1.298
N 2.131 0.900 -0.560
C 3.130 0.041 -0.107
C 4.323 0.489 -0.546
N 4.045 1.618 -1.282
H 1.118 3.183 -1.655
H 1.923 2.586 -3.113
H 2.709 3.810 -2.088
H 2.924 -0.784 0.551
H 5.324 0.127 -0.390
H 4.722 2.188 -1.765
*
```